The following is a quantum chemistry calculation of C14H27BFN2O4P in the gas phase at a distorted geometry, from the Open Molecules 2025 dataset.

Values from the calculation:
* multiplicity: 1
* LUMO: 0.19 eV
* HOMO: -9.23 eV
* frontier orbital gap: 9.4 eV

Structure (XYZ):
```
50
Properties=species:S:1:pos:R:3:forces:R:3:lowdin_charge:R:1
C 3.656242 0.576280 3.385858 -5.6 2.0 -3.5 0.056
C 2.527510 0.814791 2.729741 6.0 0.3 2.8 -0.091
C 1.361112 1.526233 1.843855 0.1 -1.4 1.3 -0.100
C 1.159074 0.809220 0.383467 0.9 2.1 1.0 -0.315
C 2.605724 1.046652 -0.290396 0.5 0.6 -0.5 -0.085
C 2.618577 1.061293 -1.920013 1.5 -0.6 0.7 -0.171
O 3.366047 -0.115912 -2.423641 -0.2 0.5 0.8 -0.133
O 0.348572 1.845693 -0.299488 -0.4 -0.7 -0.7 -0.157
C -0.852593 1.329531 -0.984075 1.8 -1.2 2.5 -0.402
P -1.161424 1.920929 -2.772346 -2.5 -1.9 -2.1 0.826
O -2.128332 0.974833 -3.571132 2.2 2.2 2.4 -0.497
C -2.015950 1.786534 0.043310 -1.3 0.4 -1.1 -0.209
F -1.971905 3.269985 0.058003 0.2 -2.2 -0.1 -0.106
C -3.513464 1.381123 -0.396771 -0.8 0.5 1.5 -0.171
C -4.078794 0.312519 0.706832 0.6 0.4 -0.2 -0.114
C -0.465403 -0.272211 -1.056530 -2.0 0.8 -1.1 -0.043
C 0.405523 -0.619338 0.302582 -1.3 1.6 -3.4 -0.211
N -0.679673 -0.851778 1.283889 0.8 -0.6 1.2 -0.030
C -1.040803 -2.263018 1.553623 -1.8 -1.1 0.7 -0.251
C -1.802308 -3.034177 0.326123 1.4 -0.9 0.6 -0.094
B 1.477130 -1.771736 -0.110625 1.5 -2.5 -0.5 -0.452
N 2.567227 -2.195408 0.876427 -0.8 -0.8 -1.2 0.114
O 1.477387 -2.502719 -1.382135 0.3 1.8 2.2 0.065
H 4.688383 0.568452 3.915801 -2.6 -0.3 -1.2 0.053
H 1.583730 2.648115 1.651731 -0.1 -2.1 0.4 0.139
H 0.398248 1.503386 2.488756 1.5 0.0 -1.2 0.111
H 3.461373 0.387850 0.158843 -1.7 0.9 -0.9 0.128
H 2.914278 2.134687 0.010742 -0.8 -2.0 -0.4 0.133
H 1.581758 0.994396 -2.400746 1.8 0.3 0.8 0.079
H 3.241357 1.978541 -2.266546 -1.5 -1.3 0.5 0.131
H 4.132527 -0.306031 -1.830938 -1.0 0.6 -0.6 0.085
H 0.051298 1.987116 -3.564847 -0.4 0.3 1.1 0.027
H -1.665405 3.277255 -2.684445 0.6 -0.8 0.1 0.030
H -1.837708 1.469423 1.134855 0.1 0.4 -2.0 0.140
H -4.172932 2.334497 -0.254775 1.3 -1.6 -0.5 0.124
H -3.628241 1.024636 -1.482999 0.4 0.4 1.7 0.101
H -5.174070 0.014567 0.495750 1.9 0.3 0.3 0.082
H -3.345516 -0.573494 0.714710 -1.4 1.1 0.0 0.037
H -4.024793 0.783884 1.771851 -0.1 -0.7 -1.9 0.088
H 0.012891 -0.513284 -2.076653 -0.3 0.5 1.7 0.123
H -1.512715 -0.734586 -1.159580 1.8 -0.1 0.6 0.121
H -0.541052 -0.402671 2.202052 0.4 -0.3 -0.8 0.112
H -1.853582 -2.230166 2.397685 1.5 0.1 -1.4 0.126
H -0.192654 -2.917250 2.027335 -1.2 1.0 -1.2 0.119
H -1.017916 -3.341486 -0.484149 -1.6 0.8 1.2 0.081
H -2.168644 -4.047763 0.774889 0.4 1.9 -0.8 0.086
H -2.683743 -2.441728 -0.108799 1.5 -0.9 0.7 0.065
H 3.376509 -2.586967 0.342612 -0.8 0.4 0.6 0.069
H 2.209167 -3.016126 1.423220 0.4 1.2 -0.3 0.080
H 2.307953 -3.024580 -1.482910 -1.0 0.6 0.2 0.102
```
Forces are in eV/Å.